1.
The following is a DFT calculation (ωB97M-V/def2-TZVPD) of a molecular structure, C2H16MgN4O6 in a non-equilibrium geometry.

Results
- LUMO energy: -6.101 eV
- Kohn-Sham gap: 10.50 eV
- DFT total energy: -26016.0532 eV
- 2S+1: 1
- Charge: +2
- HOMO level: -16.603 eV

XYZ file:
```
29
Properties=species:S:1:pos:R:3:nbo_charge:R:1
Mg -0.91159 -0.15852 -0.10035 1.792
O 0.18361 0.86619 1.15219 -0.812
O 0.79519 -0.82581 -0.92016 -0.815
O -0.91205 -1.67442 1.29003 -1.002
O -1.93720 -1.37045 -1.15776 -1.016
O -2.60322 0.61081 0.66527 -1.010
O -0.72352 1.39368 -1.42491 -0.998
N -0.14888 2.96387 2.03435 -0.802
N 2.39476 -2.36905 -1.18972 -0.785
N 1.69580 1.84960 2.59733 -0.807
N 1.42737 -1.54685 -3.03329 -0.802
C 1.37182 -1.64881 -1.67081 0.801
C 0.53482 1.80741 1.87495 0.819
H -2.94534 1.31863 1.22181 0.523
H -1.13579 2.85161 1.87219 0.393
H -3.36681 0.03762 0.50322 0.519
H -0.30848 -2.38276 1.54023 0.521
H 2.01943 2.67993 3.05541 0.413
H -2.23311 -1.05768 -2.02514 0.519
H 3.04086 -2.88371 -1.76122 0.421
H 0.25248 3.57431 2.71895 0.414
H 2.50681 -2.37310 -0.18872 0.415
H -1.56234 -1.64369 2.00317 0.513
H -1.83300 -2.32445 -1.26556 0.533
H 1.03518 -0.66192 -3.32061 0.390
H 2.30471 1.04763 2.59275 0.419
H -0.35440 1.31113 -2.31067 0.510
H -0.92500 2.33268 -1.33044 0.521
H 2.33789 -1.72386 -3.42250 0.412
```

=====

2.
The following is a DFT calculation (ωB97M-V/def2-TZVPD) of 5 unconnected molecules or ions with the total composition C2H16N2O4 in a non-equilibrium geometry.

Results
- LUMO energy (spin up / spin down): 3.558 / 3.400 eV
- Kohn-Sham gap (spin up / spin down): 2.67 / 9.75 eV
- DFT total energy: -13503.2165 eV
- 2S+1: 2
- Charge: -1
- HOMO level (spin up / spin down): 0.890 / -6.351 eV

XYZ file:
```
24
Properties=species:S:1:pos:R:3:nbo_charge:R:1
O -1.66221 -1.32943 0.84317 -1.248
O -3.36716 1.06991 0.63405 -0.994
O -0.59503 1.89926 -0.45241 -1.061
O 1.07803 -1.88454 1.62597 -1.293
N -0.08976 -0.45385 -1.45185 -0.909
N 1.86258 0.78052 0.55601 -0.873
C 2.08795 0.62828 -0.89587 -0.245
C 1.37572 -0.56672 -1.49996 -0.276
H -3.14599 0.12702 0.68118 0.494
H -1.44656 2.21252 -0.76999 0.470
H 1.69334 -1.44789 -0.94076 0.204
H -0.72782 -0.58654 -2.22150 0.378
H 0.96059 1.25314 0.64784 0.392
H -2.06413 -2.22000 0.92391 0.360
H 3.15695 0.51318 -1.09720 0.175
H 1.68148 -0.69358 -2.54148 0.179
H 1.61796 -1.09962 1.41742 0.483
H -2.56072 1.43747 1.01958 0.469
H 2.45773 1.58489 0.76357 0.345
H -0.48912 0.93676 -0.80751 0.486
H -0.44124 -1.03626 -0.68887 0.418
H -0.87658 -1.53686 1.40168 0.485
H 1.84221 1.55005 -1.43671 0.175
H 1.40337 -2.25705 2.45658 0.387
```

=====

3.
The following is a DFT calculation (ωB97M-V/def2-TZVPD) of 6 unconnected molecules or ions with the total composition C2H16N2O5 in a non-equilibrium geometry.

Results
- LUMO energy (spin up / spin down): -4.268 / -7.912 eV
- Kohn-Sham gap (spin up / spin down): 10.14 / 6.49 eV
- DFT total energy: -15541.0245 eV
- 2S+1: 2
- Charge: +1
- HOMO level (spin up / spin down): -14.404 / -14.402 eV

XYZ file:
```
25
Properties=species:S:1:pos:R:3:nbo_charge:R:1
O 0.77813 1.26193 -1.95637 -0.994
O 3.10080 1.98917 0.52289 -0.949
O -1.83191 0.92440 -2.28751 -0.903
O 0.11936 -3.35100 1.80663 -0.955
O 1.49758 -2.87546 -1.66891 -0.967
N -0.09521 1.97123 1.92545 -0.647
N -2.38147 -0.62614 0.39695 -0.638
C -1.64533 0.26637 1.27624 0.081
C -0.39665 0.78601 1.07630 0.063
H 0.22022 0.44998 0.18303 0.274
H -0.20346 -3.22220 0.92113 0.480
H 2.41891 -2.69257 -1.77074 0.487
H 2.72532 1.82200 -0.38529 0.488
H -3.19193 -0.18072 0.18672 0.401
H -1.83661 -0.82502 -0.43264 0.384
H 0.90619 1.99792 2.17352 0.426
H 1.00038 1.69178 -2.77300 0.489
H -1.95455 1.91416 -2.24331 0.495
H 3.16399 1.02933 0.94297 0.465
H 0.87610 -2.26759 -2.22972 0.482
H -0.16058 1.09295 -2.02866 0.474
H -0.33822 1.68882 2.87335 0.393
H -1.95859 0.78211 -1.30706 0.441
H -2.34047 0.42622 2.16215 0.252
H 0.95032 -3.02931 2.02172 0.477
```

=====

4.
The following is a DFT calculation (ωB97M-V/def2-TZVPD) of a molecular structure, C2H16O7Pt in a non-equilibrium geometry.

Results
- LUMO energy (spin up / spin down): -10.953 / -12.719 eV
- Kohn-Sham gap (spin up / spin down): 6.88 / 4.69 eV
- DFT total energy: -19889.6598 eV
- 2S+1: 3
- Charge: +2
- HOMO level (spin up / spin down): -17.834 / -17.411 eV

XYZ file:
```
26
Properties=species:S:1:pos:R:3:nbo_charge:R:1
Pt 0.24616 0.09772 -0.52854 1.632
O 1.06627 0.99199 -3.41264 -0.978
O -2.44663 -0.04773 -2.19245 -0.969
O 3.30275 -0.70273 -0.94340 -0.965
O -0.54097 3.07482 0.06821 -0.973
O 0.90280 0.47718 2.37913 -0.702
O 0.43895 -2.96401 -1.85290 -0.968
O -1.19166 -1.12123 1.58510 -0.742
C -1.42746 -0.11792 2.56115 -0.119
C -0.15083 0.23850 3.28592 -0.110
H -0.86585 3.51535 0.85346 0.504
H 3.70362 -0.92814 -1.78288 0.501
H -2.12664 0.22483 -3.05242 0.483
H 0.38755 -3.79436 -1.37950 0.496
H 3.69498 -1.31273 -0.31868 0.497
H -0.31486 3.78684 -0.53023 0.504
H -1.67392 -1.91758 1.81931 0.530
H 0.23729 -3.19224 -2.76036 0.497
H -3.35655 -0.30283 -2.34476 0.513
H -0.19619 1.11946 3.92620 0.224
H 0.20541 -0.50384 4.00016 0.200
H 1.68300 0.53726 2.93525 0.512
H 1.85193 1.48126 -3.65677 0.506
H -2.01339 -0.39253 3.43829 0.233
H 0.51294 1.02157 -4.19314 0.500
H -1.92871 0.73119 2.09655 0.195
```

=====

5.
The following is a DFT calculation (ωB97M-V/def2-TZVPD) of 7 unconnected molecules or ions with the total composition C2H17O9P in a non-equilibrium geometry.

Results
- LUMO energy: 0.113 eV
- Kohn-Sham gap: 10.01 eV
- DFT total energy: -30065.3773 eV
- SMILES string: COC(=O)[PH2]=O.O.O.O.O.O.O
- 2S+1: 1
- Charge: 0
- HOMO level: -9.893 eV

XYZ file:
```
29
Properties=species:S:1:pos:R:3:nbo_charge:R:1
P 0.39237 -0.89809 2.85158 1.372
O -1.77594 -1.04543 1.24769 -0.526
O 0.92826 0.82951 -1.57902 -0.948
O 0.24385 0.56973 2.80175 -1.108
O 1.49654 -2.60429 -0.71268 -0.941
O 4.86287 2.59886 0.88817 -0.949
O -1.38441 -2.88568 2.42475 -0.526
O -4.85609 0.72415 -2.78464 -0.950
O 1.98981 3.08451 1.74042 -0.973
O -2.09149 -0.90283 -2.72416 -0.959
C -1.09507 -1.78457 2.12322 0.532
C -0.96492 -0.74254 0.07112 -0.277
H -3.00131 -0.62180 -2.89552 0.494
H 0.07812 -0.98004 0.19647 0.196
H -4.41205 1.51138 -2.45129 0.477
H -1.06829 0.30723 -0.11934 0.205
H 5.00224 1.98470 0.16122 0.467
H 3.99589 2.98354 0.71150 0.481
H 1.57497 -1.97772 -1.44055 0.476
H 2.66749 2.70130 2.30871 0.477
H -5.48281 0.49329 -2.09083 0.478
H 1.09146 0.85727 -2.52729 0.470
H 1.16293 2.79341 2.14576 0.497
H -1.86176 -1.44119 -3.48841 0.467
H -1.34625 -1.34695 -0.74080 0.219
H 0.77275 -3.18383 -0.97288 0.472
H 1.06040 1.73753 -1.28447 0.482
H 0.57376 -1.45262 4.12997 -0.054
H 1.44664 -1.30886 2.00956 -0.051
```

=====

6.
The following is a DFT calculation (ωB97M-V/def2-TZVPD) of 8 unconnected molecules or ions with the total composition C2H18O6 in a non-equilibrium geometry.

Results
- LUMO energy (spin up / spin down): 2.599 / -0.409 eV
- Kohn-Sham gap (spin up / spin down): 7.42 / 4.42 eV
- DFT total energy: -14648.0449 eV
- 2S+1: 2
- Charge: -1
- HOMO level (spin up / spin down): -4.825 / -4.825 eV

XYZ file:
```
26
Properties=species:S:1:pos:R:3:nbo_charge:R:1
O 0.29902 0.39403 -2.23320 -1.018
O 1.81963 1.58585 -0.33069 -1.030
O -1.49040 2.27716 -1.05840 -1.078
O -0.34041 2.03639 1.06599 -1.193
O 2.85347 -1.34479 0.81905 -0.395
O 1.34275 -3.00407 -0.47505 -0.951
C -1.23006 -1.20944 -0.28481 -0.613
C -0.47495 -1.36071 1.05353 -0.605
H -1.62748 3.15358 -1.42221 0.442
H 1.14364 0.68274 -1.83396 0.492
H -3.52315 1.58515 0.74291 -0.078
H -2.31742 -1.32547 -0.16118 0.170
H 2.36676 1.10009 0.27676 0.457
H -0.93857 -0.33982 -0.87262 0.263
H -1.03613 -2.12781 -0.83118 0.190
H 1.94044 -2.37420 -0.00777 0.473
H -0.88424 2.30634 -0.12702 0.504
H -0.32331 1.12620 -2.01783 0.501
H -0.27984 -2.44350 1.10790 0.188
H 1.84639 -3.82551 -0.42195 0.441
H -0.29815 2.63260 1.82094 0.435
H 0.49456 -0.86316 0.91961 0.203
H -1.00168 -1.04423 1.95770 0.193
H 1.05276 1.99931 0.16874 0.522
H -2.89499 1.98481 0.63859 0.065
H 3.50136 -1.60152 1.50617 0.422
```

=====

7.
The following is a DFT calculation (ωB97M-V/def2-TZVPD) of 7 unconnected molecules or ions with the total composition C2H18O7 in a non-equilibrium geometry.

Results
- LUMO energy: -0.013 eV
- Kohn-Sham gap: 10.00 eV
- DFT total energy: -16698.2435 eV
- SMILES string: CCO.O.O.O.O.O.O
- 2S+1: 1
- Charge: 0
- HOMO level: -10.009 eV

XYZ file:
```
27
Properties=species:S:1:pos:R:3:nbo_charge:R:1
O 9.36827 -16.93036 14.71087 -0.961
O 11.95337 -22.18141 16.31921 -0.747
O 11.76712 -15.54865 15.54594 -0.947
O 10.53127 -19.35778 15.35805 -0.986
O 10.44371 -21.12212 13.17487 -0.960
O 11.31127 -18.09712 12.11588 -0.952
O 9.89109 -19.12814 18.14272 -0.941
C 13.07460 -22.22968 17.23938 -0.063
C 12.79520 -23.37723 18.20503 -0.629
H 10.72914 -22.03321 13.10637 0.498
H 9.72811 -18.89249 17.22941 0.471
H 11.80143 -15.30744 14.62027 0.459
H 11.80876 -21.25198 16.12722 0.481
H 11.00907 -18.89888 12.54260 0.478
H 9.50324 -21.15142 12.99919 0.480
H 9.87319 -18.66912 15.26370 0.476
H 12.14076 -23.03869 19.00826 0.210
H 13.13142 -21.27407 17.76061 0.164
H 10.42186 -19.90267 14.57872 0.487
H 13.95157 -22.40763 16.61700 0.160
H 12.25317 -18.22539 12.00359 0.472
H 9.37393 -16.40782 13.90891 0.496
H 10.98564 -16.09606 15.62250 0.483
H 13.71307 -23.77243 18.64028 0.205
H 8.44156 -17.09994 14.88027 0.481
H 12.27397 -24.18128 17.68547 0.219
H 10.84325 -19.09173 18.23373 0.467
```

=====

8.
The following is a DFT calculation (ωB97M-V/def2-TZVPD) of a molecular structure, C2H19FHfO8 in a non-equilibrium geometry.

Results
- LUMO energy: -12.511 eV
- Kohn-Sham gap: 2.35 eV
- DFT total energy: -22764.6255 eV
- 2S+1: 1
- Charge: +2
- HOMO level: -14.857 eV

XYZ file:
```
31
Properties=species:S:1:pos:R:3:mulliken_charge:R:1
Hf 2.06245 0.14512 3.46788 1.955
F 0.68683 -0.91350 4.92115 -0.444
O -1.98367 2.33266 2.31759 -0.645
O -0.87794 -1.30831 -3.81539 -0.654
O -1.60767 -2.19920 3.73833 -0.616
O 1.08964 0.56836 -3.02940 -0.605
O 1.87041 1.57045 1.62753 -0.510
O 0.53491 -0.92553 2.18398 -0.203
O -3.14548 -0.07052 -2.66955 -0.652
O 3.45542 1.23265 -0.52529 -0.690
C -0.26459 -0.14782 -0.04175 -0.291
C 0.11674 -1.28125 0.88723 -0.251
H 1.97436 0.78638 -3.33915 0.309
H 2.44526 1.44685 0.82729 0.449
H -3.71705 -0.46018 -3.33584 0.313
H -0.47942 -0.55181 -1.03061 0.056
H -2.01412 2.76271 1.45743 0.327
H -2.37280 -2.38187 3.18393 0.331
H -1.18363 0.31697 0.31514 0.250
H -0.05796 -0.93427 -3.47410 0.342
H 3.77748 1.57980 -1.36590 0.340
H -2.26223 -0.39908 -2.88422 0.401
H -0.83918 -1.16051 -4.76500 0.318
H -0.94236 -1.85061 3.13736 0.305
H 0.93016 -1.81018 0.37508 0.298
H -2.78832 1.80491 2.34904 0.325
H 0.54052 0.58646 -0.06624 -0.071
H -0.70962 -1.99591 0.88469 0.297
H 1.37445 2.38670 1.45264 0.357
H 3.22766 0.31411 -0.71253 0.318
H 1.15974 0.55638 -2.07134 0.343
```